Entry 1:
A structure of composition C21H31F5P2PtS in a non-equilibrium geometry. Source: OMol25; level of theory: ωB97M-V/def2-TZVPD.

Its HOMO energy (spin up / spin down) is -10.56 / -14.03 eV. As for the total charge: +2. The expectation value of S² is 6.01. The calculation puts the HOMO-LUMO gap (spin up / spin down) at 3.92 / 4.63 eV. As for the spin multiplicity: 5. For the electronic energy, the calculation gives -68503.13073 eV.

Each line ends with the Mulliken charge.
Element x y z (Å)
P (1.838, -1.503, -1.278)  0.695
P (0.948, 2.186, -1.319)  1.275
C (2.304, -0.154, -2.503)  -0.425
C (2.241, 1.365, -2.311)  -1.194
H (1.719, -0.397, -3.413)  -0.223
H (3.361, -0.414, -2.671)  0.641
H (3.173, 1.731, -1.866)  0.560
H (2.162, 1.815, -3.306)  0.534
C (-0.075, 3.357, -2.229)  -1.396
H (-0.276, 4.197, -1.552)  0.470
H (-1.031, 2.913, -2.520)  0.288
H (0.459, 3.735, -3.116)  0.472
C (1.871, 3.182, -0.142)  -1.689
H (2.221, 4.082, -0.673)  0.475
H (2.741, 2.632, 0.238)  0.418
H (1.228, 3.472, 0.693)  0.457
C (1.938, -2.759, -2.645)  -1.118
H (2.358, -3.694, -2.250)  0.489
H (2.601, -2.399, -3.449)  0.418
H (0.937, -2.953, -3.075)  0.120
C (3.310, -2.046, -0.349)  -1.252
H (4.039, -1.235, -0.298)  0.336
H (3.713, -2.932, -0.853)  0.524
H (2.977, -2.326, 0.655)  0.376
Pt (-1.806, -0.691, -4.349)  0.387
C (-1.224, 0.990, -5.399)  0.036
C (-2.663, 0.907, -5.300)  -0.451
C (-3.478, 0.457, -6.493)  -1.084
C (-3.096, -0.955, -7.021)  -0.819
C (-2.296, -1.797, -6.032)  -0.340
C (-0.861, -1.744, -5.892)  -0.287
C (-0.020, -0.832, -6.751)  -0.982
C (-0.495, 0.653, -6.686)  -0.674
C (-1.586, -1.521, -2.529)  -0.163
H (-0.748, 1.773, -4.798)  0.232
H (-3.141, 1.548, -4.553)  0.656
H (-3.433, 1.205, -7.291)  0.409
H (-4.522, 0.436, -6.171)  0.412
H (-4.045, -1.488, -7.169)  0.374
H (-2.591, -0.883, -7.995)  0.296
H (-2.730, -2.779, -5.818)  0.561
H (-0.373, -2.689, -5.624)  0.635
H (-0.003, -1.188, -7.792)  0.404
H (1.031, -0.867, -6.411)  0.377
H (0.413, 1.271, -6.742)  0.435
H (-1.112, 0.887, -7.571)  0.263
H (-0.595, -1.318, -2.108)  -0.686
H (-1.789, -2.603, -2.578)  0.503
H (-2.360, -1.028, -1.915)  0.417
F (0.229, 0.132, 5.574)  -0.240
C (0.144, 0.414, 4.262)  0.606
C (1.287, 0.366, 3.463)  0.043
F (2.481, 0.043, 3.995)  -0.272
C (1.183, 0.634, 2.105)  0.077
F (2.325, 0.583, 1.359)  -0.370
C (-0.045, 0.912, 1.510)  0.223
S (-0.363, 1.007, -0.277)  -0.016
C (-1.176, 0.968, 2.339)  0.143
F (-2.386, 1.252, 1.794)  -0.294
C (-1.098, 0.732, 3.702)  0.183
F (-2.199, 0.779, 4.485)  -0.251

---

Entry 2:
A cluster of 2 separate species, C5H14O in total in a non-equilibrium geometry. Source: OMol25; level of theory: ωB97M-V/def2-TZVPD.

Its HOMO energy is -10.98 eV. The calculation puts the HOMO-LUMO gap at 11.72 eV. As for the spin multiplicity: 1. For the electronic energy, the calculation gives -7459.34415 eV.

Each line ends with the Mulliken charge.
Element x y z (Å)
C (-0.006, 0.119, -1.818)  -1.764
C (0.080, 0.615, -0.354)  2.042
C (-1.283, 1.084, 0.008)  -1.734
C (0.483, -0.705, 0.474)  -1.753
C (1.025, 1.793, -0.232)  -1.527
H (-0.576, -0.824, -1.871)  0.392
H (0.993, -0.048, -2.255)  0.396
H (-0.530, 0.881, -2.420)  0.431
H (-1.290, 1.447, 1.049)  0.401
H (-1.969, 0.224, -0.070)  0.364
H (-1.652, 1.889, -0.649)  0.413
H (1.437, -1.130, 0.120)  0.363
H (-0.307, -1.465, 0.355)  0.331
H (0.581, -0.464, 1.546)  0.543
H (1.227, 2.210, -1.233)  0.340
H (1.948, 1.322, 0.146)  0.370
H (0.750, 2.620, 0.444)  0.318
O (0.065, -3.317, 2.347)  -0.649
H (-0.794, -3.682, 2.657)  0.305
H (-0.181, -2.570, 1.756)  0.416

---

- Look up the spin multiplicity of the second one.
  1

---

- Which formula does entry 2 have?
  C5H14O